i.
Below is a cluster of 2 separate species, C4H14N3O in total, with properties calculated with the ωB97M-V functional and the def2-TZVPD basis.

XYZ file:
```
22
Properties=species:S:1:pos:R:3:mulliken_charge:R:1
C 0.029 0.972 1.181 -0.49
C 1.139 0.134 0.451 -0.55
C 0.740 -1.339 0.125 -0.62
N 2.320 -1.529 -2.360 -0.37
C 1.020 -1.430 -2.301 0.00
N 0.230 -1.348 -1.252 -0.51
N -1.139 1.038 0.050 -0.28
H 0.448 2.014 1.277 0.34
H -0.409 0.386 2.049 0.34
H 1.510 0.652 -0.422 0.38
H 1.996 0.025 1.119 0.37
H 1.617 -2.068 0.300 0.29
H 0.034 -1.723 0.951 0.30
H 2.909 -0.971 -3.013 0.24
H 2.751 -1.821 -1.534 0.22
H 0.419 -1.357 -3.206 0.38
H -1.253 0.193 -0.570 0.36
H -0.906 1.825 -0.552 0.36
H -1.952 1.296 0.562 0.27
H -3.799 1.030 2.871 0.32
H -4.192 2.369 2.087 0.33
O -3.512 1.651 2.185 -0.66
```

Output
Charge ... +1
LUMO ... -2.83 eV
Gap between HOMO and LUMO ... 9.625 eV
HOMO level ... -12.4524 eV

***

ii.
Below is a cluster of 2 separate species, C4H14N3O in total, with properties calculated with the ωB97M-V functional and the def2-TZVPD basis.

XYZ file:
```
22
Properties=species:S:1:pos:R:3:mulliken_charge:R:1
C -1.323 -1.053 -0.940 -0.40
C 0.177 -0.723 -1.064 -0.82
C 0.778 0.027 0.054 0.93
C 1.983 -0.348 0.543 -1.06
N 2.861 0.604 1.256 -0.25
N 0.166 1.180 0.442 -0.45
N -1.663 -2.237 -1.785 -0.64
H -1.882 -0.237 -1.389 0.24
H -1.568 -1.384 0.061 0.35
H 0.372 -0.185 -2.002 0.36
H 0.785 -1.599 -1.331 0.40
H 2.332 -1.365 0.490 0.43
H 3.724 0.663 0.734 0.35
H 2.424 1.534 1.269 0.34
H 2.957 0.448 2.258 0.34
H 0.240 1.563 1.377 0.18
H -0.471 1.739 -0.122 0.19
H -1.630 -3.044 -1.169 0.25
H -1.057 -2.443 -2.579 0.24
H -3.232 2.328 2.036 0.30
H -3.318 2.164 0.578 0.32
O -2.655 2.366 1.284 -0.62
```

Output
Charge ... +1
LUMO ... -3.48 eV
Gap between HOMO and LUMO ... 8.549 eV
HOMO level ... -12.0326 eV

***

Which one sits at the top of the stability order? i does.

***

i.
Below is the molecule C3H5ClS, with properties calculated with the ωB97M-V functional and the def2-TZVPD basis.

XYZ file:
```
10
Properties=species:S:1:pos:R:3:mulliken_charge:R:1
C 0.364 0.525 -0.312 -0.32
C 1.267 -0.501 0.341 -0.57
C -0.204 -0.626 0.475 -0.04
H 1.422 2.660 -0.364 0.13
H 0.381 0.408 -1.373 0.38
H 1.710 -1.072 -0.386 0.28
H 1.892 -0.320 1.194 0.23
H -0.679 -0.310 1.415 0.36
S 0.228 2.213 0.201 -0.24
Cl -0.996 -1.951 -0.396 -0.20
```

Output
SMILES string ... S[C@H]1C[C@@H]1Cl
Charge ... 0
LUMO ... 0.83 eV
Gap between HOMO and LUMO ... 10.063 eV
HOMO level ... -9.2303 eV

***

ii.
Below is a structure of composition C3H5ClS, with properties calculated with the ωB97M-V functional and the def2-TZVPD basis.

XYZ file:
```
10
Properties=species:S:1:pos:R:3:mulliken_charge:R:1
C -1.120 0.567 -0.384 -0.24
C -0.016 0.846 0.515 -0.65
C 0.868 -0.919 0.098 -0.45
S -2.507 -0.268 -0.011 -0.20
Cl 1.581 -0.995 -1.447 -0.14
H -0.879 0.821 -1.440 0.27
H -0.264 0.847 1.524 0.36
H 0.714 1.539 0.258 0.36
H -0.020 -1.527 0.072 0.33
H 1.642 -0.910 0.814 0.36
```

Output
Charge ... 0
LUMO ... -0.45 eV
Gap between HOMO and LUMO ... 8.197 eV
HOMO level ... -8.6479 eV

***

Which one sits at the top of the stability order? i does.

***

i.
Below is a cluster of 6 separate species, H13O6 in total, with properties calculated with the ωB97M-V functional and the def2-TZVPD basis.

XYZ file:
```
19
Properties=species:S:1:pos:R:3:mulliken_charge:R:1
O -0.254 -0.790 -0.132 -0.38
H -0.972 -0.605 -0.717 0.51
H 0.444 -0.151 -0.287 0.34
H -0.605 -0.643 0.887 0.55
O -2.006 -1.032 -2.299 -0.63
H -2.204 -0.473 -2.917 0.25
H -2.687 -1.834 -2.299 0.34
O -1.134 -0.534 2.276 -0.60
H -1.726 -0.998 2.902 0.33
H -0.471 -0.215 2.836 0.32
O -0.860 1.884 -0.415 -0.60
H -1.235 1.970 -1.212 0.29
H -1.393 2.386 0.282 0.33
O 2.772 -0.414 1.615 -0.63
H 2.183 0.116 2.153 0.28
H 2.855 0.078 0.831 0.39
O 2.258 0.517 -0.843 -0.77
H 2.136 1.011 -1.649 0.29
H 2.902 -0.269 -1.011 0.38
```

Output
Charge ... +1
LUMO ... -3.28 eV
Gap between HOMO and LUMO ... 11.306 eV
HOMO level ... -14.5885 eV

***

ii.
Below is a cluster of 6 separate species, H13O6 in total, with properties calculated with the ωB97M-V functional and the def2-TZVPD basis.

XYZ file:
```
19
Properties=species:S:1:pos:R:3:mulliken_charge:R:1
O 3.799 2.233 0.269 -0.64
H 4.452 2.704 0.822 0.32
H 3.696 2.924 -0.385 0.33
O -1.763 -3.935 0.450 -0.63
H -2.497 -4.155 1.036 0.32
H -1.155 -4.681 0.629 0.32
O -0.071 2.320 1.514 -0.69
H -0.254 2.113 2.467 0.34
H -0.958 2.470 1.109 0.34
O -0.130 -0.635 -1.451 -0.47
H 0.077 -1.489 -1.715 0.33
H -1.145 -0.640 -1.134 0.42
O -2.576 -0.900 -0.863 -0.65
H -2.833 -1.807 -0.889 0.33
H -3.272 -0.372 -1.339 0.37
O 1.153 1.036 -0.204 -0.64
H 0.449 0.174 -0.917 0.51
H 2.147 1.097 0.023 0.38
H 0.882 1.544 0.580 0.42
```

Output
Charge ... +1
LUMO ... -2.92 eV
Gap between HOMO and LUMO ... 11.882 eV
HOMO level ... -14.7987 eV

***

Which one sits at the top of the stability order? ii does.

***

i.
Below is a cluster of 2 separate species, CH4N3P in total, with properties calculated with the ωB97M-V functional and the def2-TZVPD basis.

XYZ file:
```
9
Properties=species:S:1:pos:R:3:mulliken_charge:R:1
C 2.053 -0.434 -0.255 -0.38
N 1.424 0.288 0.577 0.54
N 0.750 0.821 1.325 -0.66
N -2.573 -0.359 0.116 -0.43
P -1.725 0.933 0.079 0.15
H 2.810 -0.157 -0.976 0.28
H 1.340 -1.105 -0.724 0.24
H -3.377 -0.392 0.708 0.24
H -0.702 0.405 -0.849 0.01
```

Output
Charge ... 0
LUMO ... -0.17 eV
Gap between HOMO and LUMO ... 8.662 eV
HOMO level ... -8.8279 eV

***

ii.
Below is a cluster of 2 separate species, CH4N3P in total, with properties calculated with the ωB97M-V functional and the def2-TZVPD basis.

XYZ file:
```
9
Properties=species:S:1:pos:R:3:mulliken_charge:R:1
C 0.336 1.120 -0.332 -0.41
N 1.557 0.499 -0.147 -0.09
N 1.675 -0.707 -0.041 -0.20
N 0.569 -1.339 -0.383 -0.18
P -0.907 -0.340 -0.303 0.07
H 0.132 1.898 0.509 0.29
H 0.200 1.492 -1.340 0.28
H -0.321 -2.787 0.372 0.19
H -0.944 -0.288 1.054 0.06
```

Output
Charge ... 0
LUMO (alpha / beta) ... -1.09 / -1.75 eV
Gap between HOMO and LUMO (alpha / beta) ... 8.550 / 7.644 eV
HOMO level (alpha / beta) ... -9.6427 / -9.3937 eV

***

Which one sits at the top of the stability order? i does.

***

i.
Below is a cluster of 2 separate species, C3H5Br in total, with properties calculated with the ωB97M-V functional and the def2-TZVPD basis.

XYZ file:
```
9
Properties=species:S:1:pos:R:3:mulliken_charge:R:1
C -0.935 1.225 0.002 -0.51
C -0.126 0.215 -0.003 0.21
C 0.523 -0.987 -0.603 -0.82
Br 0.755 -0.067 2.621 -0.41
H -1.168 1.877 0.837 0.27
H -1.444 1.371 -0.869 0.30
H 0.603 -1.541 0.312 0.27
H 0.240 -1.365 -1.568 0.36
H 1.552 -0.728 -0.730 0.33
```

Output
Charge ... 0
LUMO (alpha / beta) ... -1.48 / -1.48 eV
Gap between HOMO and LUMO (alpha / beta) ... 7.734 / 7.735 eV
HOMO level (alpha / beta) ... -9.2125 / -9.2126 eV

***

ii.
Below is a cluster of 2 separate species, C3H5Br in total, with properties calculated with the ωB97M-V functional and the def2-TZVPD basis.

XYZ file:
```
9
Properties=species:S:1:pos:R:3:mulliken_charge:R:1
C 0.052 -0.694 -0.161 -0.20
C -1.755 1.027 -0.661 -0.20
C 1.375 -0.195 0.077 -0.69
Br -3.288 0.102 -0.234 -0.06
H -0.086 -1.673 0.260 0.19
H -1.255 1.460 0.187 0.13
H 1.878 0.116 -0.732 0.33
H 1.965 -0.922 0.611 0.31
H 1.114 0.779 0.653 0.20
```

Output
Charge ... 0
LUMO (alpha / beta) ... -1.13 / -1.12 eV
Gap between HOMO and LUMO (alpha / beta) ... 6.644 / 6.648 eV
HOMO level (alpha / beta) ... -7.7695 / -7.7687 eV

***

Which one sits at the top of the stability order? i does.

***

i.
Below is a structure of composition C4H7N3O2, with properties calculated with the ωB97M-V functional and the def2-TZVPD basis.

XYZ file:
```
16
Properties=species:S:1:pos:R:3:mulliken_charge:R:1
C 2.846 -0.721 -0.403 -0.70
C 1.955 1.188 0.629 -1.09
C -0.450 -0.186 0.059 0.53
C -2.393 0.620 -0.376 0.07
H 3.886 -0.292 -0.483 0.28
H 2.665 -1.273 -1.344 0.28
H 2.476 -1.563 0.571 0.30
H 1.938 0.475 1.437 0.52
H 2.695 1.840 0.242 0.33
H 1.094 1.702 0.829 0.32
H -2.936 1.571 -0.781 0.32
N 1.575 0.154 -0.396 -0.09
N 0.615 -0.777 0.101 -0.31
N -2.720 -0.567 0.054 -0.30
O -1.034 1.078 -0.240 -0.26
O -1.447 -1.019 0.462 -0.19
```

Output
Charge ... 0
LUMO ... 0.78 eV
Gap between HOMO and LUMO ... 9.511 eV
HOMO level ... -8.7353 eV

***

ii.
Below is the molecule C4H7N3O2, with properties calculated with the ωB97M-V functional and the def2-TZVPD basis.

XYZ file:
```
16
Properties=species:S:1:pos:R:3:mulliken_charge:R:1
C 0.905 0.822 0.266 -0.10
C -1.570 -0.522 0.995 -1.10
C 1.017 -0.447 -0.486 0.53
C -0.119 -0.277 1.310 0.67
N 0.298 1.901 -0.346 -0.52
N 0.075 -0.458 -1.612 0.12
N 0.297 -1.198 -2.558 -0.65
O 1.849 -1.339 -0.344 -0.62
O 0.383 -0.476 2.375 -0.52
H 1.766 1.052 0.892 0.41
H 0.085 2.686 0.252 0.25
H -0.437 1.671 -1.000 0.27
H 1.251 -1.642 -2.485 0.29
H -2.013 -1.118 1.791 0.36
H -2.102 0.424 0.883 0.27
H -1.687 -1.078 0.066 0.34
```

Output
SMILES string ... [H]/N=N\C(=O)[C@@H](N)C(C)=O
Charge ... 0
LUMO ... -0.66 eV
Gap between HOMO and LUMO ... 7.958 eV
HOMO level ... -8.6167 eV

***

Which one sits at the top of the stability order? ii does.